# 1
C23H29F5N9O2 | ωB97M-V/def2-TZVPD

The geometry in XYZ format:
```
68
C23H29F5N9O2 (ωB97M-V/def2-TZVPD)
C -3.519 -1.046 1.959
C -2.500 -1.173 2.602
C -1.314 -1.243 3.645
N -1.211 0.098 4.263
C -0.706 0.056 5.641
C 0.410 -1.080 5.859
O 0.412 -1.822 6.863
O 1.404 -1.229 4.979
C -1.835 0.045 6.756
F -2.549 1.267 6.589
F -1.314 0.117 8.052
C -2.922 -1.095 6.619
F -2.428 -2.369 6.702
F -3.755 -0.931 5.521
F -3.781 -0.962 7.730
H -4.422 -0.579 1.503
H -0.391 -1.445 3.043
H -1.600 -2.070 4.356
H -2.071 0.642 4.179
H -0.142 1.033 5.797
C -2.590 1.960 -1.446
C -1.889 1.350 -0.319
N -1.337 0.865 0.565
H -3.526 1.443 -1.666
H -2.837 3.006 -1.248
H -1.985 1.935 -2.354
C 0.439 -0.767 -3.793
C -0.639 0.197 -3.987
N -1.488 0.959 -4.139
H 1.241 -0.354 -3.179
H 0.083 -1.672 -3.296
H 0.882 -1.068 -4.751
C -1.248 3.634 -6.578
C -0.524 4.107 -7.754
N 0.048 4.481 -8.680
H -0.927 4.155 -5.672
H -2.324 3.791 -6.678
H -1.092 2.566 -6.412
C 2.131 -4.024 2.981
C 1.309 -3.142 2.158
N 0.661 -2.441 1.518
H 1.527 -4.580 3.698
H 2.669 -4.753 2.374
H 2.872 -3.460 3.551
C 2.228 1.296 2.182
C 1.235 1.996 2.988
N 0.444 2.532 3.623
H 1.873 1.133 1.162
H 3.162 1.859 2.117
H 2.464 0.317 2.606
C 0.550 7.882 -5.593
C -0.175 6.753 -5.017
N -0.746 5.864 -4.564
H -0.132 8.654 -5.952
H 1.213 8.346 -4.861
H 1.165 7.571 -6.440
C 1.122 0.034 -7.948
C 1.816 -0.585 -6.820
N 2.361 -1.071 -5.932
H 0.184 -0.477 -8.169
H 0.884 1.080 -7.745
H 1.730 0.008 -8.854
C 3.931 -8.147 2.335
C 2.861 -7.511 3.100
N 2.021 -7.009 3.702
H 3.630 -8.327 1.301
H 4.828 -7.526 2.310
H 4.213 -9.109 2.765
```

Summary:
LUMO level in eV: 1.62
2S+1: 1
Charge: -1

The molecule's Löwdin atomic charges, reported in e, are given here: number 1, C, carries 0.017; number 2, C, carries -0.125; number 3, C, carries -0.199; number 4, N, carries -0.021; number 5, C, carries -0.165; number 6, C, carries -0.601; number 7, O, carries -0.046; number 8, O, carries -0.152; number 9, C, carries -0.290; number 10, F, carries 0.035; number 11, F, carries 0.082; number 12, C, carries -0.398; number 13, F, carries 0.135; number 14, F, carries 0.111; number 15, F, carries 0.069; number 16, H, carries 0.030; number 17, H, carries 0.050; number 18, H, carries 0.118; number 19, H, carries 0.106; number 20, H, carries 0.146; number 21, C, carries -0.088; number 22, C, carries -0.259; number 23, N, carries 0.171; number 24, H, carries 0.079; number 25, H, carries 0.078; number 26, H, carries 0.011; number 27, C, carries -0.070; number 28, C, carries -0.233; number 29, N, carries 0.131; number 30, H, carries 0.094; number 31, H, carries 0.094; number 32, H, carries 0.003; number 33, C, carries -0.091; number 34, C, carries -0.293; number 35, N, carries 0.106; number 36, H, carries 0.018; number 37, H, carries 0.089; number 38, H, carries 0.050; number 39, C, carries -0.085; number 40, C, carries -0.258; number 41, N, carries 0.139; number 42, H, carries 0.062; number 43, H, carries 0.049; number 44, H, carries 0.084; number 45, C, carries -0.076; number 46, C, carries -0.283; number 47, N, carries 0.133; number 48, H, carries 0.067; number 49, H, carries 0.069; number 50, H, carries 0.072; number 51, C, carries -0.064; number 52, C, carries -0.240; number 53, N, carries 0.143; number 54, H, carries 0.083; number 55, H, carries 0.083; number 56, H, carries 0.084; number 57, C, carries -0.051; number 58, C, carries -0.243; number 59, N, carries 0.141; number 60, H, carries 0.088; number 61, H, carries 0.072; number 62, H, carries 0.085; number 63, C, carries -0.075; number 64, C, carries -0.262; number 65, N, carries 0.156; number 66, H, carries 0.080; number 67, H, carries 0.081; number 68, H, carries 0.079

# 2
C4H13NO2 | ωB97M-V/def2-TZVPD

The geometry in XYZ format:
```
20
C4H13NO2 (ωB97M-V/def2-TZVPD)
C -1.159 -2.715 0.432
C -0.487 -1.351 0.058
N -0.440 -1.154 -1.301
C 0.931 -1.382 0.648
C 1.782 -0.190 0.329
O 1.287 1.165 -0.096
H -1.458 -2.527 1.415
H -0.498 -3.632 0.755
H -2.089 -3.256 0.084
H -0.949 -0.511 0.578
H -1.229 -1.795 -1.684
H 0.446 -1.395 -1.682
H 0.596 -1.347 1.623
H 1.557 -2.206 0.658
H 2.262 0.062 1.257
H 2.361 -0.545 -0.459
H 1.830 1.943 0.100
O -1.732 4.766 -0.082
H -0.840 4.863 0.105
H -1.756 4.799 -1.020
```

Summary:
Relative energy (zero: lowest compared OMol25 entry of this formula, charge and spin) in kJ/mol: 325.4
LUMO level in eV: 0.74
2S+1: 1
Charge: 0

The molecule's Löwdin atomic charges, reported in e, are given here: number 1, C, carries -0.079; number 2, C, carries -0.486; number 3, N, carries 0.030; number 4, C, carries -0.175; number 5, C, carries -0.188; number 6, O, carries -0.103; number 7, H, carries 0.026; number 8, H, carries 0.107; number 9, H, carries 0.087; number 10, H, carries 0.137; number 11, H, carries 0.122; number 12, H, carries 0.066; number 13, H, carries 0.085; number 14, H, carries 0.103; number 15, H, carries 0.111; number 16, H, carries 0.086; number 17, H, carries 0.072; number 18, O, carries -0.012; number 19, H, carries -0.009; number 20, H, carries 0.020

# 3
C25H18BrN5O2PdS2 | ωB97M-V/def2-TZVPD

The geometry in XYZ format:
```
54
C25H18BrN5O2PdS2 (ωB97M-V/def2-TZVPD)
Pd 1.168 0.035 -0.087
C -1.600 -3.017 -0.078
O -1.551 -1.606 -0.090
C -2.713 -0.920 -0.036
C -3.965 -1.507 0.016
C -5.094 -0.691 0.071
Br -6.813 -1.527 0.138
C -5.005 0.672 0.077
C -3.739 1.273 0.024
C -2.581 0.491 -0.038
O -1.419 1.119 -0.087
C -3.673 2.738 0.049
N -4.725 3.530 0.033
C -4.213 4.808 0.083
C -4.859 6.044 0.082
C -4.080 7.186 0.128
C -2.679 7.120 0.175
C -2.017 5.906 0.176
C -2.804 4.761 0.128
N -2.496 3.429 0.114
H -2.144 -3.399 -0.948
H -2.070 -3.385 0.839
H -0.564 -3.337 -0.117
H -4.084 -2.578 0.017
H -5.874 1.312 0.124
H -0.488 0.625 -0.097
H -5.940 6.103 0.043
H -4.557 8.160 0.123
H -2.105 8.038 0.209
H -0.936 5.846 0.213
H -1.584 2.982 0.088
S 1.201 1.871 1.659
C 1.685 3.194 0.639
C 2.108 4.368 1.285
C 2.551 5.502 0.614
C 3.000 6.638 1.354
N 3.370 7.542 1.966
C 2.569 5.489 -0.794
C 2.144 4.343 -1.454
C 1.705 3.181 -0.798
S 1.237 1.845 -1.810
C 3.009 6.626 -1.539
N 3.355 7.541 -2.149
H 2.093 4.380 2.367
H 2.155 4.333 -2.537
C 4.409 0.858 -0.153
C 4.255 -0.642 0.064
C 2.855 -1.172 0.063
N 2.190 -2.146 0.126
H 5.463 1.141 -0.089
H 3.851 1.406 0.602
H 4.019 1.145 -1.128
H 4.689 -0.930 1.024
H 4.788 -1.191 -0.716
```

Summary:
Relative energy (zero: lowest compared OMol25 entry of this formula, charge and spin) in kJ/mol: 78.9
LUMO level in eV: 3.72
2S+1: 1
Charge: -2

The molecule's Löwdin atomic charges, reported in e, are given here: number 1, Pd, carries 0.115; number 2, C, carries -0.079; number 3, O, carries -0.091; number 4, C, carries -0.200; number 5, C, carries -0.077; number 6, C, carries -0.687; number 7, Br, carries 0.652; number 8, C, carries -0.095; number 9, C, carries -0.062; number 10, C, carries -0.187; number 11, O, carries -0.052; number 12, C, carries -0.244; number 13, N, carries 0.152; number 14, C, carries -0.243; number 15, C, carries -0.045; number 16, C, carries -0.129; number 17, C, carries -0.113; number 18, C, carries -0.007; number 19, C, carries -0.178; number 20, N, carries 0.195; number 21, H, carries 0.092; number 22, H, carries 0.093; number 23, H, carries 0.078; number 24, H, carries 0.087; number 25, H, carries 0.099; number 26, H, carries -0.016; number 27, H, carries 0.096; number 28, H, carries 0.083; number 29, H, carries 0.092; number 30, H, carries 0.111; number 31, H, carries 0.140; number 32, S, carries 0.508; number 33, C, carries -0.736; number 34, C, carries -0.110; number 35, C, carries -0.233; number 36, C, carries -0.213; number 37, N, carries 0.117; number 38, C, carries -0.231; number 39, C, carries -0.106; number 40, C, carries -0.724; number 41, S, carries 0.508; number 42, C, carries -0.213; number 43, N, carries 0.117; number 44, H, carries 0.091; number 45, H, carries 0.092; number 46, C, carries -0.137; number 47, C, carries -0.250; number 48, C, carries -0.460; number 49, N, carries 0.052; number 50, H, carries 0.064; number 51, H, carries 0.035; number 52, H, carries 0.045; number 53, H, carries 0.103; number 54, H, carries 0.101

# 4
C4H10N4 | ωB97M-V/def2-TZVPD

The geometry in XYZ format:
```
18
C4H10N4 (ωB97M-V/def2-TZVPD)
C 1.603 -0.572 1.147
C 1.657 0.342 0.221
N 0.496 0.568 -0.487
N 0.513 1.655 -1.447
N -0.441 -0.427 -0.519
N -0.102 -1.749 -0.928
C -1.698 -0.299 0.329
C -2.038 0.543 1.316
H 2.506 -0.935 1.600
H 0.673 -0.709 1.644
H 2.425 1.085 -0.002
H 0.586 1.370 -2.371
H -0.323 2.192 -1.415
H 0.901 -1.904 -0.628
H -0.047 -1.793 -1.941
H -2.406 -1.145 0.068
H -2.945 0.451 1.856
H -1.357 1.327 1.558
```

Summary:
Relative energy (zero: lowest compared OMol25 entry of this formula, charge and spin) in kJ/mol: 515.9
LUMO level in eV: 1.07
2S+1: 1
Charge: 0

The molecule's Löwdin atomic charges, reported in e, are given here: number 1, C, carries -0.037; number 2, C, carries -0.190; number 3, N, carries -0.210; number 4, N, carries 0.101; number 5, N, carries -0.230; number 6, N, carries 0.053; number 7, C, carries -0.123; number 8, C, carries -0.016; number 9, H, carries 0.048; number 10, H, carries 0.056; number 11, H, carries 0.117; number 12, H, carries 0.042; number 13, H, carries 0.064; number 14, H, carries 0.077; number 15, H, carries 0.068; number 16, H, carries 0.109; number 17, H, carries 0.033; number 18, H, carries 0.037

# 5
C16H16F4N2O4S | ωB97M-V/def2-TZVPD

The geometry in XYZ format:
```
43
C16H16F4N2O4S (ωB97M-V/def2-TZVPD)
O -5.285 -0.554 4.826
N -4.373 -0.296 4.002
O -4.587 0.015 2.807
C -3.024 -0.381 4.433
C -1.969 -0.194 3.510
C -0.682 -0.485 3.912
C -0.420 -0.752 5.262
C 0.980 -1.191 5.575
F 0.992 -2.476 5.210
S 1.498 -1.194 7.355
O 1.709 -2.524 7.870
O 0.663 -0.243 8.039
C 3.209 -0.453 7.181
F 3.833 -0.453 8.365
F 3.100 0.818 6.734
F 3.967 -1.134 6.292
C -1.465 -1.087 6.144
C -2.778 -0.804 5.758
H -2.182 0.182 2.522
H 0.172 -0.433 3.249
H 1.711 -0.576 5.023
H -1.270 -1.462 7.161
H -3.596 -0.886 6.491
C 2.867 -8.886 4.180
C 2.550 -7.455 4.427
C 3.590 -6.580 4.793
C 3.239 -5.244 5.051
C 4.228 -4.189 5.451
N 1.985 -4.898 4.941
C 0.963 -5.653 4.574
C -0.418 -5.042 4.468
C 1.225 -7.011 4.302
H 3.944 -9.026 4.331
H 2.305 -9.526 4.879
H 2.593 -9.163 3.151
H 4.637 -6.877 4.904
H 5.214 -4.630 5.614
H 4.336 -3.402 4.691
H 3.925 -3.667 6.367
H -1.167 -5.814 4.253
H -0.729 -4.534 5.392
H -0.496 -4.290 3.669
H 0.376 -7.653 4.023
```

Summary:
Relative energy (zero: lowest compared OMol25 entry of this formula, charge and spin) in kJ/mol: 0.0
LUMO level in eV: -1.33
2S+1: 1
Charge: 0

The molecule's Löwdin atomic charges, reported in e, are given here: number 1, O, carries 0.059; number 2, N, carries -0.317; number 3, O, carries 0.060; number 4, C, carries -0.146; number 5, C, carries 0.032; number 6, C, carries -0.006; number 7, C, carries -0.162; number 8, C, carries -0.333; number 9, F, carries 0.023; number 10, S, carries 0.807; number 11, O, carries -0.252; number 12, O, carries -0.267; number 13, C, carries -0.630; number 14, F, carries 0.151; number 15, F, carries 0.127; number 16, F, carries 0.124; number 17, C, carries 0.001; number 18, C, carries 0.039; number 19, H, carries 0.120; number 20, H, carries 0.127; number 21, H, carries 0.144; number 22, H, carries 0.124; number 23, H, carries 0.132; number 24, C, carries -0.064; number 25, C, carries -0.272; number 26, C, carries 0.018; number 27, C, carries -0.327; number 28, C, carries -0.032; number 29, N, carries 0.117; number 30, C, carries -0.303; number 31, C, carries -0.038; number 32, C, carries 0.011; number 33, H, carries 0.075; number 34, H, carries 0.089; number 35, H, carries 0.088; number 36, H, carries 0.114; number 37, H, carries 0.074; number 38, H, carries 0.082; number 39, H, carries 0.064; number 40, H, carries 0.071; number 41, H, carries 0.075; number 42, H, carries 0.078; number 43, H, carries 0.120